This record from OMol25 describes 12 unconnected molecules or ions with the total composition C38H88Cl4F6N4O19P. The level of theory is the ωB97M-V functional and the def2-TZVPD basis.

CARTESIAN COORDINATES (ANGSTROEM)
P  2.5652  19.7293  0.4830
F  1.8241  19.5090  -0.9721
F  3.3356  18.3596  0.3290
F  3.7288  20.5691  -0.3301
F  3.3906  20.0888  1.8512
F  1.7892  21.1610  0.7615
F  1.4126  18.9778  1.4067
C  1.7601  11.9577  -0.2659
C  2.6594  12.4308  -1.3960
C  3.0344  13.9722  -1.4071
O  1.8700  14.6648  -1.9906
C  2.0250  16.0849  -2.1017
N  3.8404  11.6050  -1.3738
H  0.7444  12.3522  -0.2946
H  2.1913  12.2375  0.6953
H  1.6630  10.8779  -0.1533
H  2.1547  12.1501  -2.3204
H  3.8338  14.1586  -2.1243
H  3.3195  14.2893  -0.4040
H  2.2416  16.5531  -1.1414
H  1.0475  16.4657  -2.3978
H  2.7947  16.4503  -2.7815
H  4.3949  12.0336  -2.1011
H  4.3059  11.9102  -0.5311
C  3.0744  23.9748  -0.0788
C  4.3740  23.9940  0.7047
C  4.7369  25.4072  1.2709
O  5.8767  25.2879  2.1602
C  6.4717  26.5432  2.4128
N  4.1956  22.9977  1.7406
H  3.1974  24.7136  -0.8707
H  2.3050  24.4572  0.5241
H  2.7559  22.9977  -0.4421
H  5.1730  23.7173  0.0169
H  3.9450  26.0204  1.7009
H  5.0163  26.0735  0.4548
H  5.6334  27.2081  2.6211
H  7.0451  26.9246  1.5679
H  7.1182  26.5628  3.2902
H  3.5813  22.2721  1.3994
H  3.7047  23.4031  2.5246
C  7.0336  18.9481  0.0699
C  7.2146  19.9432  1.2323
C  8.7011  20.2470  1.3619
O  8.7383  21.2837  2.2960
C  10.0364  21.7110  2.5120
N  6.2614  20.9867  0.8248
H  7.4527  19.4049  -0.8267
H  6.0104  18.6416  -0.1470
H  7.5319  18.0086  0.3089
H  7.0098  19.5656  2.2341
H  9.0277  20.7584  0.4564
H  9.2819  19.3530  1.5892
H  10.1041  22.6056  3.1311
H  10.4956  22.0178  1.5723
H  10.6383  20.9937  3.0701
H  5.3902  20.5315  0.5927
H  6.5371  21.2316  -0.1155
C  3.5424  22.1421  9.4608
C  4.2275  21.6599  8.2766
C  3.1531  21.3964  7.1870
O  4.0742  20.8911  6.1258
C  3.3272  20.3497  5.0543
N  5.2276  22.6444  7.8847
H  2.9471  23.0367  9.2781
H  4.1261  22.3104  10.3658
H  2.7443  21.4508  9.7315
H  4.6505  20.7127  8.6113
H  2.5424  22.2317  6.8444
H  2.5050  20.5507  7.4167
H  3.9229  19.8377  4.2987
H  2.8293  21.1710  4.5388
H  2.5937  19.6172  5.3911
H  4.5989  23.3694  7.5699
H  5.6285  23.0761  8.7051
C  -3.7753  21.9708  1.4200
C  -4.4981  20.8745  0.6685
O  -3.8013  20.2375  -0.4091
C  -2.6744  19.4982  -0.1113
O  -2.3516  19.0902  0.9961
O  -1.9971  19.2798  -1.2646
C  -0.7631  18.5795  -1.2231
H  -4.4762  22.3964  2.1381
H  -3.4188  22.7236  0.7169
H  -2.8901  21.5644  1.9091
H  -5.3749  21.4363  0.3464
H  -4.8133  20.0600  1.3206
H  -0.9226  17.5095  -1.3568
H  -0.2090  18.7000  -0.2922
H  -0.0788  18.9592  -1.9818
C  7.3130  11.8816  -3.1833
C  8.0177  13.1170  -2.7816
O  7.0347  14.0433  -2.3365
C  6.9769  14.3503  -1.0430
O  7.6386  13.8874  -0.1142
O  5.9504  15.2136  -0.8407
C  5.6597  15.7779  0.4367
H  8.0421  11.1174  -3.4524
H  6.6028  12.1017  -3.9804
H  6.6498  11.4247  -2.4488
H  8.5315  13.5456  -3.6421
H  8.7621  12.9595  -2.0011
H  5.0719  15.0880  1.0422
H  5.0659  16.6284  0.1018
H  6.5078  16.1142  1.0332
C  10.3141  20.6783  -3.9951
C  9.2928  21.1761  -2.9581
O  8.0390  21.3419  -3.6759
C  6.9111  21.6139  -3.0278
O  6.8291  21.6840  -1.8142
O  5.9048  21.8678  -3.9461
C  4.5742  21.8088  -3.4684
H  10.0320  19.7368  -4.4664
H  11.3152  20.5845  -3.5742
H  10.3979  21.4235  -4.7862
H  9.5850  22.1298  -2.5186
H  9.1689  20.5272  -2.0911
H  4.2730  22.5130  -2.6928
H  4.3837  20.8098  -3.0761
H  3.9429  21.8409  -4.3564
C  -0.5427  24.2275  1.4388
C  -0.4498  23.3804  0.1106
O  -1.3071  23.8494  -0.9168
C  -0.9825  24.9940  -1.6294
O  0.0135  25.7175  -1.5756
O  -2.0200  25.2158  -2.4104
C  -1.9187  26.1095  -3.5350
H  -1.5493  24.1124  1.8409
H  -0.4013  25.3022  1.3238
H  0.1818  23.9070  2.1874
H  -0.7025  22.3461  0.3442
H  0.5994  23.3484  -0.1830
H  -1.0779  25.8395  -4.1739
H  -1.7631  27.1525  -3.2593
H  -2.8379  25.9357  -4.0944
C  1.1328  21.5945  -3.1056
C  -0.3358  21.6549  -3.5836
O  -0.3961  21.3423  -4.9910
C  -0.1628  22.2411  -5.8617
O  0.1450  23.4338  -5.6333
O  -0.3592  21.6385  -7.0874
C  -0.3703  22.2702  -8.3479
H  1.1892  21.5989  -2.0170
H  1.7260  22.4281  -3.4814
H  1.6761  20.7052  -3.4251
H  -0.7140  22.6646  -3.4240
H  -1.0139  20.9808  -3.0601
H  -1.0378  23.1306  -8.3003
H  -0.7226  21.7015  -9.2085
H  0.6376  22.6381  -8.5399
C  -0.2541  19.7934  4.0883
Cl  -1.1195  19.4790  5.5996
Cl  -0.4416  21.4788  3.5038
H  0.8118  19.6574  4.2713
H  -0.5565  19.1472  3.2642
C  3.7322  16.9713  3.4622
Cl  5.3647  17.3590  4.0752
Cl  2.6121  16.8999  4.8449
H  3.3831  17.6890  2.7199
H  3.6681  16.0412  2.8975

Results
HOMO-LUMO gap: 7.16 eV
Relative energy (zero: lowest compared OMol25 entry of this formula, charge and spin): 85.70 kcal per mole
Charge: -1
HOMO: -5.06 eV